(1)
Formula: C10H34N8O7
Source: the OMol25 dataset
Level of theory: wB97M-V/def2-TZVPD

The LUMO energy is -0.03 eV. Its HOMO-LUMO gap is 8.42 eV. Its structure (SMILES) is NC(N)=O.NC(N)=O.NC(N)=O.NC(N)=O.CCO.CCO.CCO. As for the HOMO energy: -8.46 eV. The total charge is 0. The energy above the lowest of the compared OMol25 structures with the same formula, charge and spin is 827.5 kJ/mol.

Last column: Mulliken charge in e.
Geometry (Å):
1 C 12.516 -0.519 30.167  -1.45
2 C 13.103 -1.424 29.061  1.61
3 O 12.306 -1.407 27.870  -0.60
4 H 12.180 0.398 29.692  0.34
5 H 13.225 -0.223 30.917  0.36
6 H 11.637 -1.030 30.536  0.38
7 H 13.473 -2.403 29.368  0.27
8 H 13.961 -0.978 28.661  -1.21
9 H 12.622 -2.040 27.272  0.40
10 C 15.371 1.613 28.507  -0.96
11 C 15.936 0.547 27.479  -0.24
12 O 16.456 -0.607 28.116  -0.60
13 H 14.745 2.404 28.055  0.38
14 H 16.080 2.147 29.179  0.31
15 H 14.634 1.205 29.027  0.11
16 H 16.586 1.028 26.757  0.50
17 H 15.199 0.290 26.754  0.08
18 H 15.735 -1.240 28.245  0.29
19 C 14.780 -8.406 26.657  -0.49
20 C 14.698 -8.407 28.172  -0.49
21 O 14.684 -7.040 28.672  -0.55
22 H 13.964 -7.812 26.206  0.27
23 H 14.681 -9.444 26.432  0.40
24 H 15.675 -7.937 26.222  -0.22
25 H 15.380 -9.006 28.695  0.33
26 H 13.763 -8.851 28.530  0.40
27 H 13.796 -6.704 28.702  0.27
28 C 14.346 -2.421 25.868  0.35
29 O 13.944 -3.610 26.437  -0.70
30 N 13.602 -1.634 25.266  -0.21
31 N 15.612 -2.149 25.754  -0.17
32 H 12.612 -2.017 25.251  0.39
33 H 13.839 -0.840 24.646  0.18
34 H 16.194 -2.765 26.314  -0.11
35 H 15.818 -1.215 25.186  0.24
36 C 18.370 -8.106 25.729  0.41
37 O 18.373 -7.464 26.984  -0.67
38 N 18.433 -9.387 25.615  -0.39
39 N 18.163 -7.524 24.534  -0.41
40 H 18.408 -9.837 26.525  0.28
41 H 18.834 -9.748 24.742  0.24
42 H 17.811 -6.546 24.744  0.41
43 H 18.092 -7.855 23.594  0.22
44 C 18.519 -4.297 24.855  0.47
45 O 19.289 -3.857 25.962  -0.80
46 N 17.441 -4.982 25.013  -0.16
47 N 18.789 -3.982 23.672  -0.32
48 H 16.944 -4.980 25.963  -0.06
49 H 16.738 -5.285 24.257  0.45
50 H 19.555 -3.275 23.422  0.31
51 H 18.529 -4.457 22.828  0.19
52 C 16.482 -4.242 28.143  0.30
53 O 15.590 -3.864 29.103  -0.77
54 N 17.286 -3.318 27.619  -0.32
55 N 16.700 -5.327 27.526  -0.10
56 H 18.059 -3.547 27.009  0.03
57 H 17.320 -2.377 28.016  0.25
58 H 17.690 -5.556 27.492  0.50
59 H 16.105 -6.110 27.927  0.09



(2)
Formula: C10H36BCeNOP2
Source: the OMol25 dataset
Level of theory: wB97M-V/def2-TZVPD

The LUMO energy (alpha / beta) is -11.64 / -11.65 eV. Its HOMO-LUMO gap (alpha / beta) is 6.43 / 6.37 eV. As for the HOMO energy (alpha / beta): -18.07 / -18.02 eV. As for the multiplicity: 2. The total charge is +3. As for the expectation value of S²: 0.7535.

Last column: Mulliken spin population.
Geometry (Å):
1 Ce -0.797 -0.004 0.194  1.03
2 H 2.309 0.304 -2.639  0.00
3 H -2.145 -0.231 -1.688  0.01
4 P 0.306 -2.709 -0.542  0.00
5 P 0.306 2.705 -0.341  -0.01
6 C 1.954 3.464 -0.179  0.00
7 H 1.823 4.549 -0.224  0.00
8 H 2.411 3.188 0.773  0.00
9 H 2.594 3.137 -0.999  0.00
10 C -0.197 3.531 -1.898  0.00
11 H -1.251 3.840 -1.868  0.00
12 H 0.439 4.425 -1.988  0.00
13 H -0.025 2.869 -2.755  0.00
14 C -0.541 3.832 0.853  0.00
15 H -0.310 3.524 1.881  0.00
16 H -0.146 4.844 0.679  0.00
17 H -1.628 3.817 0.706  0.00
18 C 0.854 -3.496 -2.110  0.00
19 H 0.735 -4.587 -2.048  0.00
20 H 0.285 -3.113 -2.959  0.00
21 H 1.916 -3.280 -2.278  0.00
22 C 1.511 -3.510 0.543  0.00
23 H 1.328 -3.240 1.576  0.00
24 H 1.452 -4.592 0.452  0.00
25 H 2.518 -3.198 0.287  0.00
26 C -1.116 -3.818 -0.129  0.00
27 H -1.887 -3.797 -0.908  0.00
28 H -0.734 -4.843 -0.020  0.00
29 H -1.575 -3.509 0.819  0.00
30 H -2.913 -0.795 -2.947  0.00
31 H -2.759 0.866 -2.839  0.00
32 H -0.740 0.911 -4.007  0.00
33 H -0.632 -1.163 -3.680  0.00
34 B -1.205 -0.132 -3.746  0.00
35 N -2.283 -0.031 -2.761  0.00
36 H 2.708 0.382 -3.351  0.00
37 H 0.821 0.756 0.548  -0.03
38 C -4.404 0.086 2.170  0.00
39 C -3.039 0.723 1.969  0.00
40 O -1.980 -0.251 2.141  0.00
41 C -1.460 -0.660 3.479  0.00
42 C -0.482 0.374 4.031  0.00
43 H -4.521 -0.803 1.561  0.00
44 H -5.163 0.785 1.855  0.00
45 H -4.623 -0.122 3.217  0.00
46 H -2.939 1.144 0.922  0.00
47 H -2.829 1.532 2.672  0.00
48 H -2.347 -0.767 4.097  0.00
49 H -0.998 -1.646 3.288  0.00
50 H -0.929 1.383 4.151  0.00
51 H -0.176 0.052 5.038  0.00
52 H 0.392 0.410 3.352  0.00



(3)
Formula: C10H36O8
Source: the OMol25 dataset
Level of theory: wB97M-V/def2-TZVPD

The LUMO energy (alpha / beta) is -2.73 / -9.92 eV. Its HOMO-LUMO gap (alpha / beta) is 9.87 / 2.68 eV. As for the HOMO energy (alpha / beta): -12.59 / -12.59 eV. As for the multiplicity: 2. The total charge is +1. The energy above the lowest of the compared OMol25 structures with the same formula, charge and spin is 320.7 kJ/mol. As for the expectation value of S²: 0.7558.

Last column: Mulliken spin population.
Geometry (Å):
1 C 0.413 -2.938 3.030  0.00
2 O 1.425 -3.149 2.075  0.06
3 H -0.414 -2.290 2.740  0.01
4 H 0.057 -3.920 3.343  0.01
5 H 0.827 -2.408 3.888  0.00
6 H 2.244 -2.920 2.520  0.00
7 C 1.245 0.390 0.919  0.03
8 O -0.161 0.484 0.945  0.41
9 H 1.526 0.623 -0.108  0.07
10 H 1.797 0.992 1.641  0.00
11 H 1.528 -0.659 1.005  0.06
12 H -0.557 -0.204 0.405  -0.01
13 C -2.213 -0.520 3.703  0.00
14 O -0.906 -0.019 3.711  0.03
15 H -2.925 0.069 3.125  0.00
16 H -2.219 -1.573 3.420  0.00
17 H -2.546 -0.369 4.730  0.01
18 H -0.743 0.165 2.783  -0.01
19 C 1.699 1.699 -3.407  0.00
20 O 0.929 1.643 -4.621  0.00
21 H 1.084 1.936 -2.539  0.00
22 H 2.328 0.816 -3.300  0.00
23 H 2.390 2.531 -3.547  0.00
24 H 0.561 2.524 -4.716  0.00
25 C 5.290 1.114 0.018  0.01
26 O 5.639 0.052 -0.853  0.02
27 H 4.206 1.233 0.027  0.00
28 H 5.655 0.897 1.022  0.00
29 H 5.688 2.087 -0.269  0.00
30 H 5.716 0.409 -1.741  0.00
31 C 2.898 -1.866 -1.895  0.00
32 O 3.447 -2.398 -0.715  0.25
33 H 2.847 -2.648 -2.653  0.04
34 H 1.934 -1.363 -1.822  0.00
35 H 3.706 -1.163 -2.092  0.03
36 H 2.706 -2.534 -0.121  -0.01
37 C -3.535 1.829 1.242  0.00
38 C -4.979 1.333 0.855  0.00
39 O -5.881 2.394 1.206  0.00
40 H -3.535 2.034 2.313  0.00
41 H -3.382 2.795 0.762  0.00
42 H -2.683 1.185 1.026  0.00
43 H -5.102 0.346 1.302  0.00
44 H -5.043 1.269 -0.231  0.00
45 H -6.663 2.186 0.690  0.00
46 C -2.490 0.481 -2.239  0.00
47 C -1.437 -0.595 -2.501  0.00
48 O -0.926 -0.972 -1.248  0.01
49 H -3.339 0.200 -1.616  0.00
50 H -2.939 0.898 -3.141  0.00
51 H -1.993 1.364 -1.836  0.00
52 H -0.632 -0.094 -3.038  0.00
53 H -1.822 -1.469 -3.026  0.00
54 H -0.716 -1.905 -1.171  0.00



> The highest total charge belongs to which entry?

C10H36BCeNOP2